{
  "formula": "C4H16F2NNiO7",
  "method": "wB97M-V/def2-TZVPD",
  "elements": ["Ni", "N", "O", "O", "O", "F", "F", "C", "O", "H", "H", "H", "H", "C", "O", "H", "H", "H", "H", "C", "O", "H", "H", "H", "H", "C", "O", "H", "H", "H", "H"],
  "coordinates": [[-1.58313, -2.18092, 2.00022], [1.39755, -3.40765, 2.33393], [0.22517, -3.28788, 2.07250], [1.83568, -4.53947, 2.54507], [2.09780, -2.40187, 2.21443], [-0.52184, -0.64250, 1.04806], [-1.13027, -1.33871, 3.85906], [-3.04286, -0.00563, -1.39257], [-2.27560, 0.89668, -0.60185], [-2.28662, -0.53974, -1.96784], [-3.53700, -0.65540, -0.67027], [-3.91084, 0.48119, -1.83722], [-1.64324, 0.37366, -0.10368], [-0.24935, 3.86814, 0.50394], [-0.41015, 2.48457, 0.93444], [0.40057, 4.08198, -0.34458], [-1.24459, 4.26626, 0.30622], [0.23887, 4.49543, 1.24975], [-0.99639, 1.96952, 0.37528], [0.70648, -2.30353, -1.94857], [0.36429, -0.96878, -1.64945], [1.72090, -2.54172, -2.26845], [0.56380, -2.92971, -1.06786], [0.06916, -2.71305, -2.73229], [0.05674, -0.85796, -0.74683], [2.27154, 1.74596, -0.35385], [2.20630, 0.46857, 0.27055], [3.08808, 1.69281, -1.07394], [1.35038, 1.96565, -0.89355], [2.54125, 2.58657, 0.28547], [1.69719, -0.06254, -0.34616]],
  "forces_ev_per_angstrom": [[5.100, 2.931, 2.328], [4.263, 0.877, -0.657], [-6.996, -0.306, -1.030], [0.281, -0.260, 0.575], [0.590, -0.413, 0.668], [-2.059, -1.538, -0.374], [-1.505, -1.386, -2.244], [0.587, -0.069, 1.799], [-0.717, 1.100, -0.451], [-0.856, -0.241, -0.866], [-0.028, -0.814, -0.086], [0.697, 0.321, -0.738], [0.442, -0.699, 0.577], [-0.860, -0.965, 0.177], [1.274, 1.806, 0.302], [-0.077, -0.803, -0.610], [0.040, 0.334, -0.115], [-0.312, -0.552, 0.753], [-0.110, 0.661, -0.377], [-0.609, -0.991, 0.738], [0.647, 0.361, -1.205], [0.361, 0.942, 0.025], [-0.084, -0.113, 0.139], [-0.289, 0.172, -0.149], [-0.201, -0.437, 0.928], [0.530, -0.680, -0.752], [0.127, 1.006, 0.271], [0.152, 0.241, -0.488], [-0.033, 0.192, 0.102], [-0.364, -0.391, 0.631], [0.011, -0.289, 0.126]],
  "homo_ev": [-5.63, -5.58],
  "lumo_energy_ev": [0.844, 0.885],
  "spin_multiplicity": 3,
  "s_squared": 2.01,
  "orbital_gap_ev": [6.472, 6.462],
  "charge": -1
}

{
  "formula": "C4H16INO3",
  "method": "wB97M-V/def2-TZVPD",
  "elements": ["N", "H", "H", "H", "H", "I", "C", "C", "O", "H", "H", "H", "H", "H", "H", "C", "C", "O", "O", "H", "H", "H", "H", "H", "H"],
  "coordinates": [[-1.83385, 3.14703, -4.02176], [-1.07084, 3.75599, -3.76276], [-1.64483, 2.24429, -3.61016], [-1.86809, 3.20112, -5.02973], [-2.74123, 3.50106, -3.75449], [-1.34617, -1.45651, -0.79167], [5.39225, -0.00610, -5.52532], [4.01750, -0.13420, -4.83905], [3.82149, -1.45898, -4.28865], [6.26401, 0.09266, -4.87850], [5.47567, 0.94355, -6.05382], [5.71091, -0.88955, -6.07855], [3.27315, 0.10402, -5.59884], [3.86701, 0.68841, -4.13993], [3.02315, -1.45563, -3.75552], [-3.38698, -1.96647, 6.27370], [-2.79385, -0.76509, 6.92779], [-2.16198, -0.91781, 8.21782], [-3.89842, -1.59494, 4.97534], [-4.11687, -2.35201, 6.98555], [-2.59854, -2.71602, 6.20534], [-3.56732, -0.01113, 7.07409], [-2.09406, -0.32007, 6.22043], [-2.51739, -0.31616, 8.87608], [-3.20467, -1.31745, 4.37260]],
  "forces_ev_per_angstrom": [[0.033, 0.788, -0.476], [0.146, 0.549, 0.575], [-0.108, -1.085, 0.010], [0.255, -0.885, -0.658], [-0.296, 0.189, 0.866], [-0.003, 0.470, -0.319], [0.592, -0.037, 0.960], [0.471, -0.334, -0.562], [0.486, 1.267, -0.459], [-0.336, -0.076, 0.962], [-0.428, -0.282, -0.672], [-0.710, 0.167, -0.650], [-0.283, -0.482, -0.325], [0.307, -0.244, 0.685], [-0.126, 0.001, 0.093], [0.865, -0.239, -0.061], [0.126, 2.293, 0.859], [0.197, -1.029, -0.681], [-0.694, -0.500, 1.352], [-0.696, -0.181, -0.817], [-0.038, -0.284, -0.249], [-0.301, 0.011, -0.344], [0.405, 0.047, 0.085], [-0.231, 0.015, -0.381], [0.367, -0.141, 0.207]],
  "homo_ev": -6.09,
  "lumo_energy_ev": -2.269,
  "orbital_gap_ev": 3.820
}

{
  "formula": "C4H16N10O10V",
  "method": "wB97M-V/def2-TZVPD",
  "elements": ["V", "N", "O", "O", "O", "N", "O", "O", "O", "C", "O", "N", "N", "H", "H", "H", "H", "C", "O", "N", "N", "H", "H", "H", "H", "C", "O", "N", "N", "H", "H", "H", "H", "C", "O", "N", "N", "H", "H", "H", "H"],
  "coordinates": [[-13.63217, -22.47540, -2.90298], [-13.95505, -25.42741, -1.29862], [-12.77883, -25.80138, -1.26412], [-14.18628, -24.42279, -1.91587], [-14.86682, -26.00134, -0.65799], [-14.11130, -19.45523, -4.30438], [-14.27591, -18.19883, -4.11034], [-13.73894, -20.24647, -3.41745], [-14.28595, -19.93891, -5.45289], [-11.23806, -22.30812, -0.63696], [-12.25821, -22.13261, -1.25140], [-10.48885, -21.39797, -0.02743], [-10.89607, -23.46679, -0.31185], [-9.62931, -21.65630, 0.43577], [-10.80154, -20.45365, -0.20231], [-11.53370, -24.21117, -0.55562], [-10.12303, -23.54365, 0.33360], [-14.80511, -23.60911, -5.81150], [-14.35573, -23.20016, -4.78616], [-15.15531, -24.82495, -6.02003], [-15.14644, -22.86010, -6.81196], [-15.62559, -25.30761, -6.77233], [-15.08450, -25.45280, -5.23206], [-15.10353, -21.87788, -6.58062], [-15.32499, -23.17054, -7.75633], [-10.78495, -23.92870, -4.14834], [-11.76039, -23.37388, -3.75374], [-10.27111, -25.04122, -3.60329], [-10.00999, -23.59005, -5.08884], [-9.38940, -25.42877, -3.90739], [-10.88640, -25.41999, -2.89756], [-10.19833, -22.78090, -5.66322], [-9.12222, -24.03654, -5.26939], [-16.58330, -22.01598, -1.50664], [-15.58831, -22.01945, -2.14251], [-17.70005, -22.08157, -2.05823], [-16.51193, -21.76459, -0.26861], [-18.40320, -21.51546, -1.60523], [-17.50912, -21.96114, -3.04268], [-15.64258, -21.72918, 0.24431], [-17.30314, -21.61044, 0.33993]],
  "forces_ev_per_angstrom": [[0.880, -0.500, -0.260], [0.233, -1.793, 2.245], [1.057, -1.120, 0.449], [-1.793, 3.341, -2.266], [0.659, 0.085, -0.630], [-0.347, 1.231, -2.134], [0.402, -2.761, 0.321], [0.312, 0.105, 1.513], [-0.275, 0.561, 0.471], [-0.479, 1.743, 0.815], [-2.858, 2.139, -2.037], [0.127, 3.020, -0.120], [1.896, -5.927, 1.328], [-0.216, 0.551, -0.261], [0.778, 0.096, 0.244], [0.327, -0.633, -0.040], [-0.324, -0.918, -0.276], [-0.898, 0.520, -0.893], [1.034, 1.073, 3.005], [-0.733, -6.979, 1.202], [-0.422, 4.029, -2.527], [0.152, 1.130, -0.280], [0.426, 0.142, 0.078], [0.299, 0.344, -0.571], [0.051, 0.069, 0.503], [1.862, -2.976, 1.746], [-3.814, 2.067, 1.164], [-1.435, -1.343, 2.083], [2.464, 3.615, -5.437], [-0.254, -0.226, 0.276], [0.575, -0.596, 0.226], [-0.040, 0.024, 0.242], [0.011, -0.160, 0.028], [3.589, 0.738, 1.183], [5.000, -0.848, -3.533], [-6.633, -0.313, -3.273], [-0.227, 1.070, 7.411], [-0.417, -0.261, -0.616], [-1.001, 0.061, -0.274], [0.096, -0.094, -0.726], [-0.061, -0.307, -0.379]],
  "homo_ev": [0.57, -6.05],
  "lumo_energy_ev": [2.229, 2.218],
  "spin_multiplicity": 5,
  "s_squared": 6.00,
  "orbital_gap_ev": [1.662, 8.270],
  "charge": -1
}

{
  "formula": "C4H16N2O2",
  "method": "wB97M-V/def2-TZVPD",
  "elements": ["C", "N", "C", "C", "C", "N", "H", "H", "H", "H", "H", "H", "H", "H", "H", "H", "H", "H", "O", "H", "H", "O", "H", "H"],
  "coordinates": [[-2.36024, 0.40959, 1.11808], [-0.88969, 0.31456, 1.28981], [-0.34371, -0.59456, 0.23780], [0.98630, -1.14829, 0.71715], [1.59598, -2.12733, -0.27676], [1.96418, -0.10107, 1.07305], [-2.82260, -0.57852, 1.24872], [-2.79329, 0.97753, 1.94280], [-2.53073, 0.76201, 0.10362], [-0.77135, -0.14712, 2.18358], [-1.10301, -1.34508, -0.00366], [-0.15101, 0.01965, -0.64824], [0.82091, -1.64791, 1.68796], [2.49530, -2.59668, 0.12991], [1.99324, -1.53013, -1.10494], [0.88201, -2.91378, -0.49940], [1.49384, 0.67476, 1.54332], [2.29227, 0.25282, 0.17545], [-0.11241, -0.03368, -2.83850], [0.80166, 0.12665, -3.14992], [-0.62241, 0.72750, -3.14881], [-0.52508, 2.65511, -0.62590], [-1.31448, 3.02069, -0.19785], [-0.27777, 2.00197, 0.04700]],
  "forces_ev_per_angstrom": [[0.721, -0.663, 0.555], [-0.693, -0.376, -0.394], [0.127, 1.084, 0.574], [0.107, -0.357, 1.202], [0.683, 0.540, 0.760], [-0.181, -0.014, -0.833], [-0.016, -0.093, -0.431], [0.019, 0.634, -0.477], [-0.486, 0.331, 0.206], [0.328, 0.006, 0.154], [0.308, -0.331, -0.102], [-0.267, -0.313, -0.006], [-0.222, -0.296, -0.323], [-0.157, -0.019, 0.282], [-0.592, -0.418, -0.485], [0.004, 0.112, -0.625], [0.109, -0.257, -0.179], [0.211, 0.356, 0.251], [0.657, 0.192, -0.550], [-0.811, -0.064, 0.202], [0.201, -0.092, 0.140], [-0.438, 0.049, 0.456], [0.200, 0.165, -0.379], [0.190, -0.177, 0.001]],
  "homo_ev": -9.24,
  "lumo_energy_ev": 0.776,
  "orbital_gap_ev": 10.016,
  "smiles": "CNC[C@@H](C)N.O.O"
}

{
  "formula": "C4H16N2O2",
  "method": "wB97M-V/def2-TZVPD",
  "elements": ["C", "N", "C", "C", "C", "N", "H", "H", "H", "H", "H", "H", "H", "H", "H", "H", "H", "H", "O", "H", "H", "O", "H", "H"],
  "coordinates": [[0.60737, 1.63951, -1.99973], [-0.86575, 1.29371, -1.67054], [-0.99759, 0.11403, -0.83836], [-0.13577, -1.07502, -1.24697], [-0.84065, 0.42040, 0.66225], [-1.45109, -0.60875, 1.46942], [1.15666, 0.92321, -2.58811], [0.45303, 2.64287, -2.45221], [1.12710, 1.76531, -1.00933], [-1.46030, 1.14827, -2.52003], [-2.15552, -0.04288, -0.95923], [0.24699, -0.81600, -2.18327], [-0.83417, -2.01408, -1.47122], [0.61854, -1.37479, -0.41316], [0.27270, 0.44417, 0.71338], [-1.06539, 1.43451, 0.86057], [-1.90185, -1.35814, 0.91537], [-2.03862, -0.10441, 2.13579], [2.70549, 0.91089, 1.70632], [2.42764, 1.03820, 2.60787], [2.60774, -0.10093, 1.65603], [0.82146, -2.37795, 2.10965], [0.08675, -2.01554, 1.57190], [0.61523, -1.88658, 2.94360]],
  "forces_ev_per_angstrom": [[-2.472, 1.367, 1.547], [1.630, 0.000, -1.106], [-3.485, 0.392, 0.502], [-2.007, -2.889, 1.915], [2.616, -0.750, -2.342], [-0.068, 0.215, 0.530], [0.062, -0.084, -0.477], [0.938, -0.730, -0.035], [-0.441, -0.057, -1.006], [1.244, 0.335, 0.844], [1.881, -0.544, 0.223], [1.321, -0.080, -1.241], [1.562, 1.743, 0.648], [-0.997, 0.556, -1.857], [-0.340, -0.300, 0.852], [-1.189, 0.883, 0.450], [-0.142, 1.150, 0.659], [-0.253, -1.167, -0.290], [-0.177, -2.673, -0.406], [-0.144, 0.493, 0.624], [0.281, 2.089, -0.242], [-0.612, 1.025, 0.767], [0.363, -0.215, 0.274], [0.428, -0.758, -0.833]],
  "homo_ev": -8.81,
  "lumo_energy_ev": 0.725,
  "orbital_gap_ev": 9.537,
  "smiles": "CN[C@@H](C)CN.O.O"
}

{
  "formula": "C4H16N2O2",
  "method": "wB97M-V/def2-TZVPD",
  "elements": ["C", "C", "C", "C", "N", "N", "H", "H", "H", "H", "H", "H", "H", "H", "H", "H", "H", "H", "H", "H", "O", "H", "H", "O"],
  "coordinates": [[-0.25587, -0.28021, -1.65806], [-0.73512, 0.73743, -0.62674], [-1.77384, 0.20988, 0.34619], [-3.03488, 0.57145, 0.23108], [-4.05635, 0.00191, 1.15210], [1.23349, -0.48080, -1.62200], [-0.69327, -1.27190, -1.61392], [-0.50662, 0.12427, -2.61908], [0.02145, 1.38665, -0.18087], [-1.23212, 1.56828, -1.12313], [-1.39429, -0.45353, 1.10419], [-3.39822, 1.29157, -0.49013], [-4.87753, 0.59210, 1.17013], [-4.31513, -0.95934, 0.93871], [-3.73780, 0.06861, 2.12498], [1.80215, 0.30983, -1.94040], [1.54814, -0.90385, -0.72434], [1.47754, -1.20656, -2.29239], [4.41966, 0.15163, 1.07614], [4.50051, 1.36581, 1.95726], [4.23746, 1.09364, 1.07022], [3.29475, -2.04643, 0.72366], [2.29469, -1.23588, 1.53207], [2.54787, -1.44313, 0.62393]],
  "forces_ev_per_angstrom": [[0.551, 0.592, -0.005], [-1.198, 1.073, 0.189], [0.983, 0.335, -0.418], [0.151, -0.319, 0.196], [0.493, 0.821, 0.515], [-0.121, -0.873, -0.557], [-0.165, -0.005, 0.388], [0.074, -0.027, -0.654], [0.592, -0.910, 0.586], [-0.336, -0.213, -0.711], [-0.297, -0.383, 0.335], [-0.208, -0.173, 0.043], [-0.709, 0.076, -0.367], [-0.148, -0.146, -0.075], [0.221, -0.401, -0.035], [-0.172, 0.250, 0.674], [0.524, 0.621, 0.244], [-0.069, -0.252, -0.336], [0.139, -0.071, -0.169], [0.077, 0.276, -0.091], [-0.234, -0.100, 0.254], [-0.058, -0.167, -0.218], [0.009, 0.104, -0.030], [-0.099, -0.111, 0.245]],
  "homo_ev": -16.55,
  "lumo_energy_ev": -6.391,
  "orbital_gap_ev": 10.158,
  "charge": 2
}

DFT total energy list, top to bottom, in eV: -66702.701; -20137.084; -65467.245; -11482.336; -11481.085; -11466.151